Entry 1:
Molecular formula: C5H15AlBFNOSr
Method: DFT, the ωB97M-V functional and the def2-TZVPD basis

Output
**HOMO**: -10.98 eV
**Kohn-Sham gap**: 5.32 eV
**Energy**: -727.01070 Ha
**2S+1**: 1
**Charge**: +1

Geometry (Å):
C (2.893, 1.423, 0.371)
C (1.708, 0.738, -0.582)
F (1.659, 1.311, -1.948)
C (1.821, -0.898, -0.683)
Al (0.332, -1.772, 0.430)
B (-1.572, -1.127, -0.015)
O (-2.447, -2.113, -0.741)
N (-2.185, 0.213, 0.343)
C (-2.072, 1.234, -0.767)
C (-1.725, 0.740, 1.683)
H (2.416, 2.434, 0.791)
H (3.844, 1.723, -0.242)
H (3.097, 0.754, 1.309)
H (0.688, 0.980, -0.023)
H (2.859, -1.191, -0.179)
H (1.843, -1.315, -1.776)
H (0.352, -3.374, 0.239)
H (0.601, -1.421, 1.958)
H (-3.035, -1.633, -1.395)
H (-3.032, 1.943, -0.756)
H (-1.148, 1.953, -0.689)
H (-2.057, 0.754, -1.856)
H (-1.824, -0.136, 2.485)
H (-2.459, 1.628, 1.991)
H (-0.620, 1.126, 1.717)
Sr (0.065, -3.974, -1.666)

Atomic forces in eV per Å
-1.3 0.9 -0.4
-0.2 -0.5 0.8
0.1 -0.9 2.7
1.7 -0.1 -0.3
1.4 1.9 1.7
-3.0 0.3 -0.7
1.2 1.9 -1.2
2.1 -0.7 -0.8
-1.2 1.3 -1.0
-0.6 0.2 1.1
1.1 -2.2 -1.0
-1.8 -0.9 1.2
-0.3 1.1 -2.0
2.0 -0.2 -1.6
-2.1 0.4 -1.3
0.3 1.2 1.4
0.4 -0.7 0.5
0.1 -0.3 0.1
0.3 -0.6 1.4
2.0 -1.5 0.0
-1.5 -1.5 0.0
0.0 0.8 2.4
0.2 2.0 -1.7
1.7 -1.9 -0.6
-1.9 -0.6 -0.2
-0.7 0.6 -0.5

---

Entry 2:
Molecular formula: C5H15BN4O4PS
Method: DFT, the ωB97M-V functional and the def2-TZVPD basis

Output
**HOMO**: -12.12 eV
**Energy above the lowest of the compared OMol25 structures with the same formula, charge and spin**: 0.0 kJ/mol
**Structure (SMILES)**: CCN1C(N)=[NH+][C@@H](B(N)O)O[C@@H]1P(O)(O)=S
**Kohn-Sham gap**: 7.22 eV
**Energy**: -1483.70181 Ha
**2S+1**: 1
**Charge**: +1

Geometry (Å):
C (3.246, 0.470, 0.597)
C (1.980, -0.219, -0.043)
N (0.830, 0.726, -0.270)
C (0.272, 0.284, -1.556)
N (0.132, 1.145, -2.542)
N (-0.125, -1.095, -1.604)
C (-1.291, -1.189, -0.646)
B (-1.244, -2.494, 0.345)
N (-2.476, -3.354, 0.414)
O (-0.118, -2.851, 1.134)
O (-1.490, 0.026, 0.074)
C (-0.300, 0.472, 0.705)
P (-0.738, 2.187, 1.422)
O (-1.678, 2.915, 0.199)
O (0.626, 3.132, 1.593)
S (-1.839, 2.021, 2.997)
H (3.007, 1.152, 1.452)
H (3.844, 1.015, -0.187)
H (3.917, -0.369, 0.939)
H (2.312, -0.607, -1.050)
H (1.669, -1.121, 0.558)
H (-0.164, 2.093, -2.285)
H (0.266, 0.929, -3.527)
H (-0.387, -1.371, -2.551)
H (-2.208, -1.315, -1.296)
H (-3.217, -2.816, 0.890)
H (-2.795, -3.391, -0.567)
H (-0.192, -2.504, 2.037)
H (0.020, -0.143, 1.584)
H (-2.567, 2.548, 0.359)
H (0.707, 3.724, 0.824)

Atomic forces in eV per Å
0.1 -0.4 -0.4
2.0 -0.5 -0.1
-2.4 -1.7 -1.5
0.0 -1.9 0.9
0.3 0.1 0.3
0.9 3.5 -0.7
-1.0 -1.6 -0.3
-0.1 -1.5 1.4
1.0 1.6 -0.9
-1.3 1.6 -0.9
1.2 -0.2 -0.2
0.4 1.9 1.0
-1.6 1.4 0.6
2.0 -1.1 0.9
-2.1 -1.4 -1.2
0.8 -0.2 -0.5
0.2 -0.7 -0.8
-0.8 -0.3 0.8
-0.7 0.9 -0.1
-0.3 0.3 1.1
0.1 1.0 -0.6
1.1 -0.2 -0.1
-0.8 -0.2 0.2
-0.1 0.1 0.3
0.9 0.4 0.7
0.2 -0.5 0.0
-0.3 -0.2 0.6
0.1 -0.5 0.0
-0.1 0.3 -0.9
0.2 0.3 0.0
0.2 -0.1 0.2

---

Entry 3:
Molecular formula: C5H15IN3O2
Method: DFT, the ωB97M-V functional and the def2-TZVPD basis

Output
**HOMO**: -3.26 eV
**Energy above the lowest of the compared OMol25 structures with the same formula, charge and spin**: 267.9 kJ/mol
**Kohn-Sham gap**: 5.64 eV
**Energy**: -811.98545 Ha
**2S+1**: 1
**Charge**: -1

Geometry (Å):
I (-0.969, -2.584, -0.642)
C (0.268, 6.365, -0.564)
C (0.436, 4.894, -0.047)
C (-0.617, 4.570, 1.033)
O (-0.322, 5.260, 2.218)
C (1.038, 5.187, 2.724)
N (0.217, 4.019, -1.226)
H (0.978, 6.549, -1.370)
H (0.516, 7.038, 0.256)
H (-0.800, 6.498, -0.741)
H (1.446, 4.620, 0.260)
H (-0.595, 3.516, 1.310)
H (-1.557, 4.723, 0.502)
H (0.899, 5.554, 3.741)
H (1.851, 5.648, 2.163)
H (1.407, 4.217, 3.054)
H (1.163, 3.816, -1.515)
H (-0.043, 3.090, -0.929)
C (-0.233, -10.177, -1.045)
O (0.630, -9.721, -0.313)
N (-1.144, -9.455, -1.488)
N (-0.475, -11.466, -1.272)
H (-1.844, -9.902, -2.063)
H (-1.049, -8.458, -1.355)
H (0.098, -12.184, -0.852)
H (-1.297, -11.615, -1.840)

Atomic forces in eV per Å
0.0 0.0 0.0
0.7 -1.2 1.8
-0.8 -0.2 -1.1
2.3 -1.0 -0.9
0.4 1.0 0.5
-1.3 -0.4 1.3
0.3 -0.2 0.1
-0.6 0.1 -0.3
0.1 0.2 0.1
0.2 0.1 -0.7
0.1 0.7 0.7
0.1 -0.4 -0.4
-0.5 0.8 1.0
0.3 1.1 -0.2
-0.5 0.4 -0.1
-0.4 -1.0 -1.0
0.1 0.1 -0.8
-0.6 -0.3 0.3
4.0 -1.8 4.1
1.4 -0.4 0.2
-5.2 4.5 -3.3
0.2 -2.4 -0.7
-0.2 1.1 0.0
-0.4 -0.1 -0.3
-0.4 0.2 -0.3
0.5 -1.1 0.3

---

Entry 4:
Molecular formula: C5H15N2
Method: DFT, the ωB97M-V functional and the def2-TZVPD basis

Output
**HOMO**: -13.45 eV
**Energy above the lowest of the compared OMol25 structures with the same formula, charge and spin**: 368.9 kJ/mol
**Kohn-Sham gap**: 6.43 eV
**Energy**: -308.65216 Ha
**2S+1**: 1
**Charge**: +1

Geometry (Å):
C (-1.666, -0.304, -1.625)
C (-1.119, 0.901, -0.795)
C (-0.353, 0.492, 0.396)
C (0.845, -0.342, 0.253)
C (2.094, 0.315, -0.338)
N (2.390, 1.582, 0.306)
N (-1.206, -1.999, 1.835)
H (-0.797, -0.851, -1.989)
H (-2.266, -0.873, -0.921)
H (-0.328, 1.564, -1.196)
H (-1.989, 1.524, -0.578)
H (-1.267, -1.216, 1.209)
H (-0.529, 1.120, 1.266)
H (1.223, -0.671, 1.234)
H (0.602, -1.279, -0.254)
H (1.848, 0.430, -1.406)
H (2.951, -0.342, -0.247)
H (3.006, 2.179, -0.219)
H (1.604, 2.014, 0.744)
H (-0.696, -1.787, 2.672)
H (-2.071, -2.441, 2.122)
H (-2.280, -0.015, -2.471)

Atomic forces in eV per Å
1.4 0.6 0.0
-1.7 -1.2 0.9
1.1 1.7 -1.7
-0.3 -1.5 2.3
-0.2 1.4 -1.4
0.0 -1.0 0.2
0.4 -0.9 0.2
-0.4 -0.5 -0.1
0.0 -0.3 -0.2
0.1 -0.1 -0.6
0.4 0.3 0.4
-0.7 0.0 0.1
0.1 -0.4 0.4
-0.6 0.2 0.1
0.1 0.2 -0.5
0.3 0.0 0.0
-0.1 -0.4 0.0
-0.1 0.2 0.1
0.0 0.7 0.0
0.3 0.3 0.2
-0.2 0.4 -0.5
0.0 0.3 0.0

---

Entry 5:
Molecular formula: C5H15N2
Method: DFT, the ωB97M-V functional and the def2-TZVPD basis

Output
**HOMO**: -14.62 eV
**Energy above the lowest of the compared OMol25 structures with the same formula, charge and spin**: 96.4 kJ/mol
**Structure (SMILES)**: CC(C)[C@@H]([NH3+])CN
**Kohn-Sham gap**: 11.55 eV
**Energy**: -308.75596 Ha
**2S+1**: 1
**Charge**: +1

Geometry (Å):
C (-0.542, 0.443, -2.081)
C (-0.706, -0.531, -0.898)
C (-2.103, -0.222, -0.294)
C (0.550, -0.504, 0.042)
N (1.698, 0.401, -0.245)
C (0.153, -0.166, 1.521)
N (1.390, 0.072, 2.284)
H (-1.490, 0.734, -2.532)
H (-0.088, 1.382, -1.646)
H (-0.092, 0.084, -3.011)
H (-0.731, -1.555, -1.286)
H (-2.764, -0.303, -1.170)
H (-2.359, -1.003, 0.467)
H (-2.187, 0.792, 0.108)
H (1.047, -1.468, 0.230)
H (2.125, 0.454, 0.765)
H (2.420, -0.044, -0.807)
H (1.435, 1.308, -0.632)
H (-0.408, 0.770, 1.456)
H (-0.344, -1.018, 1.930)
H (1.654, -0.578, 3.011)
H (1.340, 0.955, 2.789)

Atomic forces in eV per Å
0.2 0.8 0.1
0.5 0.0 -1.1
0.6 -1.1 0.3
-0.7 -0.8 1.8
0.6 -0.2 0.6
1.2 0.8 -0.6
0.2 1.2 0.2
-0.4 0.2 0.7
-0.5 -0.6 -1.2
1.0 -0.1 0.6
-0.2 0.2 0.0
-0.1 -0.1 0.7
-0.1 0.9 -0.5
0.0 -0.2 0.0
-0.3 0.0 -1.0
-0.5 0.3 -0.5
-0.2 0.2 -0.4
0.2 -0.1 0.1
-0.3 -0.4 0.6
-1.0 -0.1 0.1
-0.3 -0.6 -0.3
0.0 -0.1 -0.2

---

Entry 6:
Molecular formula: C5H15N2
Method: DFT, the ωB97M-V functional and the def2-TZVPD basis

Output
**HOMO**: -12.58 eV
**Energy above the lowest of the compared OMol25 structures with the same formula, charge and spin**: 486.4 kJ/mol
**Kohn-Sham gap**: 4.86 eV
**Energy**: -308.60739 Ha
**2S+1**: 1
**Charge**: +1

Geometry (Å):
N (-3.704, -0.419, 0.240)
C (-2.328, -0.768, 0.654)
C (-1.403, -0.475, -0.434)
N (1.839, 0.154, -0.754)
C (1.616, 0.697, 0.577)
C (0.467, 1.691, 0.573)
C (2.974, -0.756, -0.859)
H (0.992, -0.293, -1.081)
H (-3.707, 0.382, -0.397)
H (-4.114, -1.184, -0.294)
H (-2.258, -1.785, 1.031)
H (-2.129, -0.091, 1.500)
H (-0.709, -1.251, -0.727)
H (-1.799, 0.216, -1.169)
H (1.383, -0.109, 1.291)
H (2.528, 1.159, 0.946)
H (0.700, 2.492, -0.130)
H (0.301, 2.082, 1.571)
H (-0.487, 1.201, 0.229)
H (2.901, -1.277, -1.814)
H (3.893, -0.175, -0.899)
H (3.043, -1.492, -0.054)

Atomic forces in eV per Å
0.3 -0.6 -1.0
-0.4 1.5 0.9
-1.5 -1.0 -0.2
0.0 0.2 0.4
-0.5 -0.6 -0.1
0.9 -0.2 -0.2
-0.1 0.1 -0.4
0.1 0.1 -0.2
-0.3 0.0 0.5
0.0 0.1 0.1
0.1 -0.1 0.0
0.4 -0.2 0.1
0.6 0.3 -0.1
0.7 0.4 -0.1
0.2 0.0 0.2
0.1 0.2 -0.1
-0.4 0.0 0.0
-0.3 0.0 0.1
0.0 -0.1 0.0
0.0 -0.1 0.1
0.1 0.0 0.2
0.0 0.0 0.1

---

Q: What is the formula in the fourth record?
A: C5H15N2

---

Q: Among the records above, which one has the highest HOMO?
A: C5H15IN3O2